Molecular formula: C5H8O
Method: DFT, the ωB97M-V functional and the def2-TZVPD basis

For the energy above the lowest of the compared OMol25 structures with the same formula, charge and spin, the calculation gives 417.0 kJ/mol. As for the multiplicity: 1. Its calculated total energy is -270.3991 Eh. Its gap between HOMO and LUMO is 8.65 eV. As for the net charge: 0.

Structure (XYZ):
```
14
Properties=species:S:1:pos:R:3:forces:R:3
C -1.360399 0.854600 -0.411736 -0.213 -0.177 -0.364
C -1.081963 -0.454404 -0.370347 0.007 0.164 0.090
C 0.274933 -1.005974 -0.736009 0.007 -0.022 0.012
C 1.394719 -0.188915 -0.039452 0.111 -0.007 -0.192
O 0.976710 0.067862 1.298534 -0.290 0.044 0.034
C 0.186257 1.121000 1.428458 0.448 -0.122 0.365
H -0.731182 1.570064 -0.931500 -0.053 -0.171 0.135
H -2.276960 1.260564 0.007491 0.052 -0.148 -0.132
H -1.767870 -1.129398 0.139790 0.093 0.133 -0.090
H 0.465166 -0.971411 -1.816775 -0.058 0.026 0.167
H 0.344462 -2.058163 -0.436270 -0.015 0.214 -0.026
H 1.563258 0.762613 -0.553795 -0.060 -0.073 0.131
H 2.329074 -0.754400 0.010749 -0.168 0.084 -0.011
H -0.316205 0.925962 2.410862 0.139 0.055 -0.120
```
Positions in Å, forces in eV/Å.

Molecular formula: C3H5FN2S2
Method: DFT, the ωB97M-V functional and the def2-TZVPD basis

For the energy above the lowest of the compared OMol25 structures with the same formula, charge and spin, the calculation gives 377.5 kJ/mol. As for the multiplicity: 1. Its calculated total energy is -1122.9131 Eh. Its gap between HOMO and LUMO is 7.74 eV. As for the net charge: 0.

Structure (XYZ):
```
13
Properties=species:S:1:pos:R:3:forces:R:3
C 0.045708 1.499830 0.116760 -1.352 3.085 0.713
C -0.945584 0.687238 0.655566 3.244 -0.420 -2.134
C -1.030050 -0.673109 0.078039 -1.571 -1.664 0.753
H 1.440443 1.612622 -1.742122 -1.533 0.098 2.144
H 0.676738 0.070848 -1.182410 1.033 3.547 0.044
H 0.037689 2.613459 0.511480 0.326 -2.373 -0.942
H -0.334525 -2.785041 0.078298 0.783 5.033 -1.955
H 2.097997 -0.666598 0.241720 -0.338 -0.832 0.960
N 0.886360 1.166063 -0.960038 -0.832 -4.504 -0.378
N 0.048250 -1.568854 -0.193314 -0.614 -3.915 2.164
F -1.792438 0.986617 1.663264 0.664 0.213 -0.743
S -2.451090 -1.372240 -0.241132 -1.418 0.310 -0.020
S 1.320496 -1.570837 0.973888 1.608 1.420 -0.607
```
Positions in Å, forces in eV/Å.

Molecular formula: C4H8O2
Method: DFT, the ωB97M-V functional and the def2-TZVPD basis

For the energy above the lowest of the compared OMol25 structures with the same formula, charge and spin, the calculation gives 201.4 kJ/mol. As for the multiplicity: 1. Its calculated total energy is -307.6357 Eh. Its gap between HOMO and LUMO is 9.51 eV. As for the SMILES: C=CC(=C)O.O. As for the net charge: 0.

Structure (XYZ):
```
14
Properties=species:S:1:pos:R:3:forces:R:3
C -1.917133 -0.319070 -0.480552 0.222 -0.463 -0.377
C -0.893177 -0.729508 0.252215 0.739 1.126 0.409
C -0.026449 0.264951 0.927299 0.014 -0.258 0.361
C 0.818163 -0.085382 1.898182 0.399 -0.094 0.144
O -0.234188 1.569917 0.587695 -0.421 -0.091 -0.202
H -1.976397 0.735465 -0.693893 -0.328 0.132 0.077
H -2.627469 -0.984558 -0.950537 0.051 -0.058 0.038
H -0.573155 -1.718230 0.531609 -0.557 -0.501 -0.275
H 1.331460 0.646979 2.505790 0.116 0.204 -0.141
H 1.068320 -1.110236 2.137368 -0.397 -0.052 -0.100
H 0.085637 2.138935 1.291856 0.183 0.044 0.037
O 1.706227 -0.683871 -2.577611 0.271 0.490 1.093
H 1.664890 0.229987 -2.253253 -0.224 0.031 -0.643
H 1.981540 -1.081908 -1.736588 -0.068 -0.510 -0.422
```
Positions in Å, forces in eV/Å.

Molecular formula: C56H59N7O5RhTe
Method: DFT, the ωB97M-V functional and the def2-TZVPD basis

As for the multiplicity: 1. Its calculated total energy is -3307.2064 Eh. Its gap between HOMO and LUMO is 7.09 eV. As for the net charge: +1.

Structure (XYZ):
```
129
Properties=species:S:1:pos:R:3:forces:R:3
Rh 0.158770 -0.673459 -0.004100 -1.713 0.982 2.587
C 4.095058 0.389746 6.039862 -0.120 -0.065 -0.171
C 3.105025 0.077040 4.938546 0.103 0.056 0.244
C 1.773840 -0.250248 5.214691 -0.087 0.102 0.112
C 0.868140 -0.532001 4.216878 -0.178 -0.264 0.258
C -0.514611 -0.986390 4.585143 -0.010 0.093 0.084
O -0.666156 -1.933116 5.324800 -0.023 0.025 -0.097
C -1.694987 -0.206888 4.095348 -0.071 -0.056 0.074
C -1.616605 1.168747 3.906054 -0.051 0.028 -0.026
C -2.762857 1.893394 3.604151 0.059 0.014 0.093
C -3.984891 1.244078 3.481070 0.019 -0.008 -0.006
C -4.061578 -0.134682 3.650638 -0.011 0.040 0.035
C -2.919839 -0.855598 3.967876 0.025 -0.044 -0.001
C 1.250350 -0.581699 2.862276 0.411 -0.030 -0.268
O 0.348577 -0.977123 2.010325 -0.421 -0.032 -0.688
C 2.614034 -0.304039 2.572187 -0.083 0.253 0.096
C 3.494490 0.043226 3.623032 -0.050 -0.070 -0.255
C 3.129194 -0.478180 1.233167 0.105 -0.141 -0.034
N 2.351677 -0.670899 0.219261 0.314 0.022 -1.251
C 2.886415 -1.096836 -1.089260 -0.026 -0.208 0.263
C 2.105572 -2.343150 -1.496719 0.037 0.263 0.060
Te 2.479791 -2.883522 -3.535625 0.116 -0.089 0.200
C 4.467371 -3.427483 -3.043351 -0.121 -0.044 -0.045
C 5.508776 -2.516749 -3.195258 0.082 -0.060 0.003
C 6.803308 -2.880501 -2.842435 -0.026 -0.015 0.000
C 7.060275 -4.151225 -2.343439 -0.040 0.027 -0.001
C 6.018100 -5.054339 -2.175787 -0.045 0.009 -0.001
C 4.721023 -4.696023 -2.526491 0.116 0.042 -0.008
C 4.615281 -0.526347 1.048228 -0.008 -0.158 -0.036
C 5.283091 0.478289 0.357642 -0.039 0.069 0.020
C 6.647330 0.372774 0.124286 0.022 0.022 -0.008
C 7.346797 -0.741829 0.568717 -0.020 -0.008 0.022
C 6.682010 -1.745759 1.261732 -0.012 -0.014 -0.003
C 5.320450 -1.634806 1.509209 -0.009 -0.007 -0.007
H 3.595337 0.508855 7.000652 0.005 0.012 -0.031
H 4.651290 1.303082 5.825506 -0.032 0.013 0.019
H 4.823250 -0.417635 6.138653 -0.014 0.005 0.039
H 1.427836 -0.277034 6.244600 0.031 -0.029 -0.062
H -0.667913 1.676119 4.044304 -0.011 -0.011 -0.063
H -2.708052 2.970231 3.478172 -0.007 -0.077 0.018
H -4.876827 1.818825 3.254618 0.034 -0.045 -0.010
H -5.017653 -0.639962 3.562985 0.061 0.024 -0.010
H -2.956032 -1.924823 4.143165 -0.032 0.049 -0.017
H 4.529401 0.264050 3.388606 -0.031 0.000 -0.079
H 3.945176 -1.332694 -1.061598 0.152 0.040 0.020
H 2.740754 -0.302481 -1.823702 -0.059 0.040 0.008
H 1.029318 -2.136744 -1.359079 0.375 -0.423 -0.379
H 2.378802 -3.192509 -0.869491 -0.023 0.010 -0.017
H 5.316866 -1.526926 -3.591798 -0.015 -0.026 0.006
H 7.610902 -2.168154 -2.963047 -0.022 -0.040 -0.006
H 8.074188 -4.440270 -2.093345 -0.054 0.024 0.027
H 6.210853 -6.044202 -1.777577 0.005 0.061 -0.041
H 3.911412 -5.405240 -2.402871 0.024 0.014 -0.022
H 4.733047 1.347240 0.010500 0.020 -0.048 -0.021
H 7.164360 1.160743 -0.411135 -0.025 -0.037 0.046
H 8.410922 -0.824757 0.381782 -0.058 0.002 0.002
H 7.222666 -2.617886 1.610905 -0.028 0.061 -0.020
H 4.793046 -2.411272 2.054016 0.059 0.032 -0.027
C -4.833059 5.334921 1.902970 0.014 -0.018 -0.019
O -4.312076 4.116444 1.383958 0.018 0.208 0.156
C -5.075737 3.433206 0.490333 -0.134 0.038 0.015
C -6.314993 3.836902 0.029545 -0.111 0.083 -0.023
C -6.993507 3.068680 -0.913847 0.088 -0.048 0.023
C -6.422290 1.905668 -1.395023 -0.054 0.016 0.027
C -5.170992 1.501877 -0.938569 0.088 -0.047 -0.058
C -4.496280 2.249684 0.015918 0.082 -0.245 -0.113
N -3.214130 1.962492 0.511692 -0.019 0.311 -0.109
C -2.472080 0.833277 0.384918 -0.036 0.228 0.149
N -3.146383 -0.313318 0.400831 -0.414 -0.117 -0.244
C -2.671634 -1.623867 0.415903 -0.017 -0.233 -0.022
C -1.356688 -1.994256 0.291006 0.634 1.115 -0.598
C -0.996493 -3.326996 0.387995 0.219 -0.228 0.062
C -1.963196 -4.297168 0.567088 -0.039 0.000 -0.018
C -3.307740 -3.942586 0.650459 0.013 -0.175 0.009
C -3.659678 -2.611111 0.574351 0.109 -0.122 0.072
O -4.931256 -2.138535 0.646049 -0.296 -0.008 0.074
C -5.962742 -3.068021 0.965390 0.016 0.091 -0.031
N -1.171003 0.891732 0.351322 0.835 -1.095 -0.442
C -0.482630 2.120889 0.207799 0.053 0.064 0.051
C 0.561126 2.392550 1.086538 -0.068 0.000 0.083
C 1.282937 3.575257 1.005258 0.053 0.020 0.002
C 0.958273 4.502892 0.029331 0.004 -0.047 -0.036
C -0.055050 4.235838 -0.886491 0.081 0.090 0.024
C -0.762050 3.040963 -0.824546 0.078 -0.030 0.053
O -1.707641 2.682902 -1.723586 -0.179 0.092 -0.249
C -2.117918 3.651979 -2.685169 -0.123 -0.044 0.140
H -4.076283 5.726299 2.575074 0.031 -0.010 0.011
H -5.755875 5.163141 2.459605 -0.014 -0.038 -0.005
H -5.018130 6.057987 1.106287 0.014 -0.017 -0.025
H -6.765149 4.748518 0.398408 0.027 -0.034 -0.016
H -7.960316 3.395701 -1.271141 -0.006 -0.018 0.023
H -6.941588 1.304647 -2.130895 0.043 0.033 0.016
H -4.711709 0.614388 -1.356689 -0.028 0.031 0.049
H -2.720096 2.765749 0.867688 0.033 0.041 0.020
H -4.133512 -0.242668 0.598485 -0.055 0.045 0.074
H 0.047703 -3.617235 0.340247 -0.011 0.040 -0.006
H -1.678260 -5.338266 0.641355 -0.007 0.007 0.007
H -4.060470 -4.708410 0.781493 0.052 0.056 0.000
H -6.878155 -2.488795 1.028134 -0.021 0.022 0.001
H -5.770039 -3.552809 1.923766 0.040 0.005 0.012
H -6.068108 -3.824747 0.186621 0.028 0.005 -0.025
H 0.782676 1.653656 1.849651 -0.029 0.114 -0.014
H 2.080106 3.775271 1.711119 -0.045 -0.036 -0.036
H 1.499932 5.438956 -0.038971 -0.039 -0.048 0.011
H -0.281758 4.964233 -1.653902 0.013 -0.044 0.041
H -2.905250 3.180819 -3.266321 -0.002 -0.032 0.012
H -1.301907 3.940271 -3.350167 0.042 -0.012 -0.002
H -2.516913 4.546422 -2.200503 0.016 -0.025 0.038
C -1.589400 -1.059009 -5.073625 0.050 -0.039 0.095
N -0.838566 -1.187266 -3.823813 -0.024 -0.058 -0.017
C -1.417477 -2.159762 -2.906900 0.019 0.111 -0.162
C -0.107959 -0.149083 -3.334803 -0.100 -0.207 0.097
N 0.023484 0.061024 -2.051447 0.367 -0.379 0.514
N 0.459563 0.692078 -4.266511 -0.062 0.108 -0.037
C 1.154778 0.144373 -5.433544 -0.051 0.047 0.009
C 0.997807 1.957842 -3.807871 0.141 -0.101 -0.050
H -2.659839 -1.045030 -4.851164 0.007 -0.008 0.020
H -1.387766 -1.907359 -5.729289 0.008 0.003 0.000
H -1.338988 -0.140491 -5.591317 0.011 0.018 0.015
H -1.619296 -3.077246 -3.458176 -0.016 0.006 -0.017
H -2.350813 -1.791961 -2.466051 0.026 0.001 -0.015
H -0.734851 -2.384835 -2.100682 -0.004 -0.054 -0.030
H 0.635926 0.846000 -1.877205 0.119 0.135 -0.279
H 0.903183 -0.900451 -5.577968 -0.007 0.012 -0.002
H 2.236225 0.205937 -5.289881 0.000 -0.008 0.034
H 0.890225 0.705509 -6.331553 -0.039 0.009 0.014
H 1.924584 1.843876 -3.227923 0.030 -0.006 -0.046
H 0.268079 2.479144 -3.199631 -0.051 0.039 0.076
H 1.222934 2.570288 -4.678950 -0.003 0.007 -0.006
```
Positions in Å, forces in eV/Å.